A 2-piece molecular cluster, C27H18F3NO4S overall, computed with ωB97M-V/def2-TZVPD.

```
54
Properties=species:S:1:pos:R:3:mulliken_charge:R:1
F -0.376 0.635 4.952 -0.217
C -0.416 1.276 3.774 0.515
F -1.652 1.150 3.234 -0.217
F -0.181 2.601 3.987 -0.103
S 0.901 0.562 2.659 0.967
C 0.692 1.584 1.267 -0.573
C 1.404 1.392 0.080 1.043
C 1.168 2.235 -1.069 -0.708
C 1.862 2.059 -2.246 -0.517
C 2.836 1.036 -2.348 -0.147
N 3.579 0.847 -3.546 0.933
O 4.433 -0.075 -3.553 -0.630
O 3.370 1.585 -4.536 -0.635
C 3.086 0.195 -1.236 -0.598
C 2.393 0.357 -0.058 -0.677
O 2.152 0.836 3.337 -0.585
O 0.488 -0.803 2.410 -0.619
H -0.083 2.340 1.347 0.438
H 0.410 3.018 -0.986 0.381
H 1.691 2.684 -3.118 0.472
H 3.841 -0.576 -1.354 0.446
H 2.590 -0.316 0.780 0.328
C 2.670 5.495 2.670 -0.027
C 2.262 6.163 1.460 0.670
C 2.803 5.817 0.198 -0.197
C 2.561 6.622 -0.915 -1.087
C 1.748 7.759 -0.809 -0.388
C 1.152 8.078 0.418 -0.863
C 1.388 7.283 1.536 -0.377
C 1.902 5.499 3.896 0.072
C 2.788 5.212 4.991 0.224
C 2.351 5.322 6.304 -0.269
C 0.997 5.607 6.534 -0.738
C 0.107 5.789 5.461 -0.949
C 0.553 5.753 4.136 0.187
C 4.103 4.932 4.435 -0.169
C 4.012 5.050 2.995 0.879
C 5.156 4.863 2.222 -0.152
C 6.363 4.560 2.865 -0.939
C 6.455 4.508 4.268 -0.647
C 5.318 4.712 5.064 -0.435
H 3.389 4.902 0.104 0.683
H 3.016 6.364 -1.874 0.425
H 1.573 8.395 -1.682 0.397
H 0.506 8.954 0.509 0.406
H 0.939 7.550 2.494 0.542
H 3.064 5.194 7.119 0.437
H 0.626 5.681 7.558 0.400
H -0.951 5.969 5.661 0.421
H -0.130 5.887 3.300 0.670
H 5.101 4.943 1.140 0.294
H 7.256 4.375 2.265 0.406
H 7.418 4.314 4.742 0.402
H 5.364 4.708 6.155 0.426
```

A 2-piece molecular cluster, C2H3ClO2 overall, computed with ωB97M-V/def2-TZVPD.

```
8
Properties=species:S:1:pos:R:3:mulliken_charge:R:1
C -0.290 -0.837 0.344 0.696
C -0.948 0.211 -0.347 -0.823
O -0.020 -1.858 0.765 -0.145
O 1.537 0.734 0.570 -0.638
Cl 3.011 0.106 0.311 -0.108
H -1.927 0.516 0.087 0.292
H -0.114 0.942 -0.354 0.390
H -1.249 0.187 -1.376 0.336
```

A 2-piece molecular cluster, C2H4BrN2 overall, computed with ωB97M-V/def2-TZVPD.

- Total charge: +1

```
9
Properties=species:S:1:pos:R:3:mulliken_charge:R:1
C 0.013 1.026 -2.724 0.081
C 0.367 -0.071 -0.267 0.449
N -0.704 0.198 -0.921 -0.374
N 0.179 -0.627 0.949 -0.354
Br 1.494 1.895 -2.455 0.267
H -0.690 0.870 -3.538 0.368
H 1.277 0.447 -0.682 0.054
H 0.875 -1.078 1.551 0.250
H -0.763 -0.911 1.189 0.257
```

C6H8S2 in the gas phase, computed with ωB97M-V/def2-TZVPD.

- SMILES: S\C=C/C=C\C=C\S

```
16
Properties=species:S:1:pos:R:3:mulliken_charge:R:1
S 1.775 -1.982 -0.597 -0.200
C 1.746 -1.174 0.933 0.092
C 1.449 0.101 1.051 -0.502
C 1.225 1.011 -0.047 -0.453
C 0.075 1.312 -0.695 -0.390
C -1.306 0.775 -0.563 -0.103
C -1.768 -0.165 0.178 -0.035
S -3.246 -1.068 0.196 -0.177
H 1.371 -1.067 -1.478 0.130
H 1.916 -2.066 1.759 0.244
H 1.421 0.426 2.120 0.245
H 2.073 1.551 -0.427 0.307
H 0.155 1.931 -1.498 0.401
H -1.907 1.238 -1.351 0.195
H -1.186 -0.607 1.040 0.147
H -3.793 -0.217 -0.621 0.099
```

A 4-piece molecular cluster, C4H4Cl12 overall, computed with ωB97M-V/def2-TZVPD.

- SMILES: ClC(Cl)Cl.ClC(Cl)Cl.ClC(Cl)Cl.ClC(Cl)Cl

```
20
Properties=species:S:1:pos:R:3:mulliken_charge:R:1
Cl 2.241 4.407 21.082 -0.134
C 3.109 3.599 19.761 0.552
Cl 2.018 3.180 18.455 -0.095
Cl 3.959 2.178 20.362 -0.070
H 3.839 4.301 19.378 -0.251
Cl 7.173 1.189 19.462 -0.115
C 7.618 2.336 18.198 0.018
Cl 9.003 3.326 18.708 -0.130
Cl 6.263 3.368 17.751 -0.060
H 7.934 1.768 17.335 0.299
Cl 2.917 8.851 17.690 -0.119
C 4.067 7.515 17.629 0.050
Cl 3.382 6.142 16.755 -0.104
Cl 4.575 7.046 19.248 -0.111
H 4.936 7.847 17.079 0.297
Cl -0.176 0.380 18.821 -0.130
C 0.090 0.841 20.501 0.636
Cl 1.054 -0.364 21.342 -0.121
Cl -1.448 1.111 21.322 -0.134
H 0.639 1.774 20.496 -0.277
```

C3H6N4O in the gas phase, computed with ωB97M-V/def2-TZVPD.

```
14
Properties=species:S:1:pos:R:3:mulliken_charge:R:1
C 1.003 -1.442 0.280 -0.123
C -0.282 -0.803 0.256 0.180
C -1.822 0.918 -0.226 -0.907
N 1.720 1.260 -0.073 -0.412
N 0.500 1.446 -0.064 -0.353
N 2.290 0.145 0.289 -0.295
N -0.466 0.595 0.169 0.504
O 0.226 -1.549 -0.872 -0.403
H 1.568 -2.144 0.908 0.343
H -1.232 -1.276 0.754 0.214
H -2.522 0.542 0.505 0.299
H -2.128 2.029 -0.329 0.293
H -1.842 0.509 -1.191 0.382
H 2.989 -0.231 -0.407 0.276
```

An isolated ion of composition C7H12NO and charge +1, computed with ωB97M-V/def2-TZVPD.

- Total charge: +1

```
21
Properties=species:S:1:pos:R:3:mulliken_charge:R:1
C -0.086 2.050 2.306 -0.310
C 0.042 -1.890 -1.055 -0.759
C -1.201 -1.449 -0.323 -0.737
C 0.391 -0.576 -1.821 -1.009
C -0.874 -0.296 0.676 -0.940
C 0.939 0.501 -0.852 -0.473
C 0.216 0.633 0.369 0.300
N 0.697 1.678 1.344 0.573
O 1.810 2.137 1.129 -0.635
H 0.471 2.798 2.962 0.311
H -1.169 1.707 2.351 0.212
H 0.765 -2.181 -0.374 0.416
H -0.115 -2.489 -1.878 0.359
H -2.031 -0.982 -0.949 0.366
H -1.579 -2.380 0.135 0.352
H 1.209 -0.612 -2.604 0.338
H -0.409 -0.124 -2.243 0.498
H -1.740 0.037 1.092 0.657
H -0.358 -0.827 1.623 0.446
H 1.989 0.603 -0.578 0.547
H 1.034 1.661 -1.311 0.486
```

C18H23F2N3O in the gas phase, computed with ωB97M-V/def2-TZVPD.

- SMILES: OCCC[C@H]1CCCN(Cc2cn[nH]c2-c2ccc(F)cc2F)C1

```
47
Properties=species:S:1:pos:R:3:mulliken_charge:R:1
O 3.512 2.334 1.761 -0.507
C 3.405 2.896 0.475 -0.692
C 2.345 2.213 -0.391 -0.628
C 2.658 0.731 -0.593 -0.839
C 1.572 -0.004 -1.385 0.575
C 2.093 -1.311 -1.989 -1.393
C 2.391 -2.328 -0.892 -0.809
C 1.158 -2.528 -0.016 -0.679
N 0.755 -1.255 0.548 0.321
C -0.223 -1.367 1.620 -1.421
C -1.556 -1.886 1.175 1.440
C -1.921 -3.240 1.062 -1.030
N -3.103 -3.378 0.495 -1.087
N -3.513 -2.151 0.214 0.486
C -2.626 -1.200 0.606 -0.346
C -2.865 0.222 0.407 0.047
C -2.532 1.162 1.382 -0.112
C -2.731 2.514 1.180 -0.877
C -3.278 2.940 -0.018 0.472
F -3.470 4.255 -0.224 -0.326
C -3.642 2.048 -1.009 -0.739
C -3.432 0.704 -0.775 0.538
F -3.786 -0.169 -1.742 -0.373
C 0.367 -0.330 -0.497 -0.803
H 2.634 2.308 2.156 0.309
H 3.183 3.972 0.547 0.341
H 4.394 2.779 0.025 0.344
H 1.370 2.327 0.091 0.175
H 2.301 2.723 -1.355 0.329
H 2.770 0.256 0.381 0.289
H 3.609 0.650 -1.124 0.566
H 1.231 0.646 -2.200 0.550
H 2.990 -1.121 -2.582 0.421
H 1.331 -1.720 -2.658 0.447
H 3.214 -1.973 -0.274 0.333
H 2.681 -3.283 -1.333 0.445
H 1.394 -3.210 0.805 0.421
H 0.351 -2.983 -0.619 0.344
H -0.320 -0.375 2.068 0.320
H 0.192 -2.043 2.372 0.547
H -1.368 -4.100 1.385 0.557
H -4.400 -2.008 -0.243 0.191
H -2.131 0.818 2.322 0.600
H -2.474 3.237 1.938 0.468
H -4.074 2.385 -1.937 0.496
H -0.012 0.582 -0.028 0.003
H -0.442 -0.740 -1.131 0.287
```

C33H45F15GaNO13PS as an isolated structure, computed with ωB97M-V/def2-TZVPD.

- Total charge: -1

```
110
Properties=species:S:1:pos:R:3:mulliken_charge:R:1
C -5.499 8.210 -1.556 -0.497
C -5.379 6.956 -1.184 -0.200
C -5.315 5.382 -0.897 -0.304
Ga -3.421 4.683 -0.394 0.009
C -3.500 4.147 1.592 -0.840
C -2.193 3.390 2.154 -0.182
C -0.974 4.348 2.593 -0.734
C -1.412 5.718 3.315 -0.615
S 0.126 6.712 3.623 1.126
O 1.183 5.756 4.126 -0.614
O 0.602 7.291 2.304 -0.526
O -0.289 7.918 4.737 -0.487
P -3.098 2.723 -1.706 -0.054
N -1.777 1.884 -1.217 -0.053
C -1.881 5.949 -0.899 0.453
C -0.490 5.297 -1.344 -0.188
C 0.738 6.197 -1.796 -0.409
C 0.670 7.779 -1.845 -0.441
C -0.697 8.424 -1.368 -0.480
C -1.929 7.519 -0.916 -0.025
H -5.244 9.326 -1.710 0.323
H -6.010 5.202 0.022 0.254
H -5.799 4.782 -1.767 0.216
H -4.383 3.389 1.689 0.342
H -3.822 5.077 2.185 0.311
H -1.804 2.597 1.395 0.027
H -2.524 2.780 3.088 0.257
H -0.250 4.503 1.702 0.261
H -0.355 3.751 3.379 0.390
H -2.052 5.532 4.266 0.407
H -2.079 6.292 2.568 0.342
H -1.286 7.944 4.796 0.370
H -4.314 1.961 -1.615 -0.056
H -2.900 3.123 -3.085 -0.025
H -2.098 0.939 -0.943 -0.356
H -0.426 4.151 -1.346 0.100
H 1.735 5.717 -2.105 0.266
H 1.571 8.417 -2.200 0.274
H -0.746 9.572 -1.405 0.242
H -2.882 8.071 -0.595 0.121
C -3.522 -2.461 -5.649 -1.000
C -3.811 -1.109 -6.273 -0.212
O -4.962 -0.505 -5.664 -0.342
C -4.746 0.126 -4.484 0.323
O -3.667 0.192 -3.944 -0.365
C -6.040 0.762 -3.980 0.863
F -7.101 -0.072 -4.081 -0.267
F -6.361 1.874 -4.680 -0.269
F -5.975 1.131 -2.687 -0.231
H -4.405 -3.103 -5.698 0.307
H -2.695 -2.955 -6.165 0.371
H -3.259 -2.360 -4.593 0.212
H -4.047 -1.237 -7.332 0.319
H -2.945 -0.443 -6.213 0.298
C -0.549 -0.778 4.450 -1.046
C -1.603 -1.836 4.188 -0.038
O -2.319 -1.550 2.976 -0.322
C -1.712 -1.922 1.826 0.151
O -0.632 -2.460 1.774 -0.503
C -2.599 -1.607 0.626 1.047
F -3.140 -0.372 0.692 -0.202
F -3.636 -2.473 0.522 -0.303
F -1.935 -1.667 -0.547 -0.209
H -0.999 0.219 4.456 0.283
H -0.058 -0.951 5.410 0.378
H 0.214 -0.777 3.667 0.266
H -2.338 -1.829 4.996 0.326
H -1.169 -2.839 4.155 0.159
C 1.017 0.487 -1.683 -0.449
C 1.096 0.314 -3.186 -0.234
O 2.370 0.761 -3.684 -0.328
C 3.393 -0.113 -3.569 0.385
O 3.294 -1.214 -3.079 -0.525
C 4.664 0.468 -4.180 0.862
F 4.876 1.753 -3.816 -0.240
F 4.624 0.458 -5.534 -0.258
F 5.775 -0.213 -3.827 -0.250
H 1.234 1.522 -1.404 0.290
H 0.025 0.223 -1.317 -0.182
H 1.754 -0.141 -1.173 0.327
H 0.336 0.934 -3.665 0.304
H 0.904 -0.721 -3.484 0.294
C 5.294 -4.215 1.551 -1.161
C 3.850 -4.326 1.101 -0.180
O 3.024 -4.827 2.165 -0.326
C 2.628 -3.919 3.086 0.375
O 2.931 -2.751 3.057 -0.508
C 1.719 -4.572 4.124 0.904
F 2.197 -5.760 4.561 -0.246
F 0.481 -4.820 3.632 -0.251
F 1.544 -3.808 5.223 -0.263
H 5.649 -5.172 1.941 0.232
H 5.934 -3.910 0.721 0.389
H 5.401 -3.484 2.356 0.396
H 3.777 -5.045 0.282 0.333
H 3.468 -3.372 0.728 0.312
C 4.867 -10.360 3.267 -1.083
C 5.230 -10.738 1.844 -0.207
O 5.536 -9.567 1.071 -0.318
C 6.785 -9.068 1.217 0.350
O 7.623 -9.543 1.945 -0.514
C 6.989 -7.862 0.304 0.902
F 5.947 -7.001 0.342 -0.227
F 7.135 -8.227 -0.990 -0.255
F 8.085 -7.144 0.622 -0.254
H 4.054 -9.630 3.275 0.278
H 4.558 -11.241 3.833 0.369
H 5.714 -9.898 3.781 0.318
H 4.374 -11.216 1.363 0.320
H 6.058 -11.451 1.813 0.324
```

A 4-piece molecular cluster, C11H22Br2O3 overall, computed with ωB97M-V/def2-TZVPD.

- SMILES: CC(C)=O.CC(C)=O.CC(C)=O.BrCCBr

```
38
Properties=species:S:1:pos:R:3:mulliken_charge:R:1
C -2.937 0.872 1.599 -0.619
C -3.430 -0.435 2.157 0.728
C -2.483 -1.194 3.054 -0.783
O -4.508 -0.839 1.906 -0.554
H -3.251 1.688 2.266 0.376
H -3.403 1.101 0.646 0.284
H -1.854 0.893 1.583 -0.143
H -2.997 -1.686 3.867 0.404
H -1.626 -0.575 3.308 0.211
H -2.040 -1.994 2.429 0.086
C -1.804 -1.562 -1.122 -1.142
C -0.540 -1.297 -0.303 1.036
C 0.214 -2.493 0.253 -1.430
O -0.228 -0.144 0.039 -0.596
H -2.693 -1.278 -0.551 0.252
H -1.941 -2.644 -1.250 0.396
H -1.766 -1.106 -2.103 0.290
H 1.117 -2.658 -0.343 0.333
H -0.391 -3.395 0.236 0.422
H 0.562 -2.303 1.270 0.349
C 2.466 0.381 -2.193 -0.970
C 1.876 -0.400 -3.362 0.702
C 1.826 0.272 -4.707 -1.197
O 1.627 -1.551 -3.276 -0.552
H 2.254 1.437 -2.284 0.360
H 3.552 0.214 -2.293 0.391
H 2.184 -0.062 -1.250 0.264
H 2.854 0.609 -4.907 0.313
H 1.244 1.191 -4.662 0.337
H 1.516 -0.454 -5.443 0.333
Br 3.362 2.543 0.201 -0.173
C 2.265 2.996 1.740 -0.579
C 1.373 1.854 2.124 -0.100
Br 0.109 2.444 3.475 -0.184
H 1.740 3.891 1.445 0.393
H 2.933 3.203 2.565 0.373
H 2.022 1.093 2.550 0.363
H 0.796 1.389 1.338 0.026
```

A 2-piece molecular cluster, C3H8O2 overall, computed with ωB97M-V/def2-TZVPD.

- SMILES: C=CCO.O

```
13
Properties=species:S:1:pos:R:3:mulliken_charge:R:1
C -0.863 0.915 -0.657 -0.783
C 0.023 -0.074 -0.713 -0.058
C -0.287 -1.511 -1.025 -0.203
O 0.415 -2.401 -0.122 -0.493
H -1.869 0.577 -0.583 0.244
H -0.523 1.931 -0.508 0.279
H 1.089 0.134 -0.853 0.254
H -0.045 -1.716 -2.067 0.208
H -1.338 -1.673 -0.758 0.264
H 1.145 -1.882 0.233 0.299
O 1.007 1.560 2.311 -0.634
H 0.074 1.629 2.529 0.314
H 1.172 2.512 2.213 0.310
```

A 5-piece molecular cluster, C26H40O9 overall, computed with ωB97M-V/def2-TZVPD.

- SMILES: O=C1OC[C@H](OC(=O)c2ccccc2)O1.C1CCOC1.C1CCOC1.C1CCOC1.C1CCOC1

```
75
Properties=species:S:1:pos:R:3:mulliken_charge:R:1
O -0.070 -0.879 1.349 -0.552
C 0.205 -1.075 0.206 0.688
O 0.109 -0.179 -0.790 -0.269
C 0.698 -0.717 -1.975 -0.492
C 0.915 -2.205 -1.654 0.194
O 0.185 -3.172 -2.375 -0.390
C -1.124 -3.512 -2.043 -0.016
O -1.435 -4.658 -2.118 -0.519
C -2.068 -2.401 -1.720 0.655
C -2.392 -1.461 -2.697 -0.524
C -3.251 -0.415 -2.389 -0.785
C -3.773 -0.312 -1.105 -0.637
C -3.486 -1.274 -0.145 -0.648
C -2.643 -2.332 -0.453 -0.233
O 0.677 -2.267 -0.263 -0.404
H 1.666 -0.230 -2.117 0.356
H 0.082 -0.505 -2.841 0.344
H 1.955 -2.471 -1.838 0.402
H -1.958 -1.554 -3.686 0.645
H -3.478 0.313 -3.159 0.713
H -4.402 0.535 -0.855 0.590
H -3.897 -1.192 0.853 0.424
H -2.397 -3.080 0.290 0.422
C -2.010 3.224 1.272 -0.593
C -3.050 4.321 1.489 -0.614
C -4.250 3.760 0.739 -0.461
O -4.161 2.337 0.841 -0.362
C -2.867 1.970 1.344 0.537
H -1.209 3.225 2.009 0.401
H -1.561 3.319 0.280 0.256
H -3.279 4.416 2.553 0.259
H -2.744 5.299 1.119 0.348
H -4.224 4.042 -0.319 0.278
H -5.204 4.083 1.158 0.286
H -2.980 1.622 2.376 0.183
H -2.466 1.153 0.747 -0.515
C 2.889 0.268 2.046 -0.321
C 4.179 0.466 2.838 -0.306
C 5.182 0.730 1.724 -0.512
O 4.459 1.380 0.674 -0.451
C 3.057 1.291 0.929 -0.074
H 1.982 0.430 2.625 0.432
H 2.847 -0.743 1.633 0.117
H 4.094 1.339 3.488 0.243
H 4.454 -0.384 3.459 0.132
H 5.600 -0.207 1.337 0.285
H 6.008 1.372 2.033 0.271
H 2.687 2.275 1.236 0.184
H 2.547 1.010 0.005 -0.028
C 7.831 -1.094 6.231 -0.534
C 6.670 -2.083 6.336 -0.545
C 5.477 -1.143 6.443 -0.371
O 5.822 0.027 5.699 -0.383
C 7.214 0.009 5.381 -0.363
H 8.728 -1.517 5.783 0.326
H 8.090 -0.711 7.220 0.265
H 6.602 -2.680 5.424 0.264
H 6.747 -2.762 7.183 0.344
H 5.286 -0.859 7.483 0.292
H 4.560 -1.565 6.028 0.254
H 7.332 -0.202 4.312 0.186
H 7.634 0.995 5.586 0.293
C -6.297 -0.419 -6.647 -0.546
C -5.129 -1.117 -7.342 -0.516
C -4.066 -0.026 -7.326 -0.401
O -4.301 0.744 -6.145 -0.396
C -5.573 0.404 -5.590 -0.313
H -7.026 -1.105 -6.219 0.336
H -6.817 0.238 -7.349 0.263
H -4.800 -1.975 -6.753 0.250
H -5.361 -1.462 -8.348 0.335
H -4.155 0.629 -8.200 0.274
H -3.050 -0.419 -7.294 0.253
H -5.414 -0.183 -4.678 0.176
H -6.101 1.320 -5.324 0.314
```

We obtain DFT total energy values of -2092.9674, -688.5119, -2761.6601, -1029.6894, -5677.1001, -411.9438, -403.4544, -1138.9305, -6479.3988, -5806.0615, -269.5287, -1691.8204 Ha for the records listed above, in that order.